Entry 1:
Computed, not measured: a structure of composition C25H36N2O3SiZr, with ωB97M-V with the def2-TZVPD basis set.

Properties
Max |F|: 0.551 eV/Å
Energy: -44791.3597 eV
HOMO-LUMO gap: 7.575 eV
Energy relative to the best compared isomer or geometry (same formula, charge and spin): 13.2 kcal/mol
Spin multiplicity: 1

Positions of all 68 atoms, in Å:
Zr  0.89158  0.30533  1.40242
C  4.39960  -2.17689  0.96404
O  5.21569  -1.17544  0.35898
C  4.65042  -0.39192  -0.60200
C  5.34771  -0.24658  -1.78580
C  4.90148  0.60658  -2.79267
C  3.74048  1.31712  -2.59814
C  2.99851  1.17085  -1.41858
C  1.81954  2.00794  -1.27011
N  0.94028  1.82833  -0.36035
N  -0.05830  2.80633  -0.27293
C  -0.53455  2.82913  0.92896
O  -0.08071  2.04377  1.89985
C  -1.65686  3.72846  1.26392
C  -2.17412  4.60406  0.31113
C  -3.24310  5.41970  0.63662
C  -3.80226  5.36675  1.90811
C  -3.28911  4.49562  2.85711
C  -2.21558  3.67657  2.53718
C  3.44536  0.30685  -0.39971
O  2.79142  0.17028  0.76272
H  5.07498  -2.96316  1.29455
H  3.69524  -2.59391  0.23883
H  3.85566  -1.77665  1.81474
H  6.26514  -0.81047  -1.89398
H  5.46537  0.71055  -3.70902
H  3.37411  1.99833  -3.35670
H  1.68916  2.85219  -1.94637
H  -1.73208  4.62992  -0.67521
H  -3.64443  6.09943  -0.10366
H  -4.63981  6.00547  2.15738
H  -3.72377  4.45137  3.84698
H  -1.80622  2.99247  3.26643
C  1.10942  -1.50938  2.78969
H  0.23215  -2.07716  3.10919
H  1.61331  -1.17930  3.71293
H  1.78914  -2.21864  2.31016
C  -1.61197  0.37807  -1.61772
Si  -0.89973  -0.85177  -0.37678
C  -2.42774  -1.43064  0.66331
C  -2.28586  -2.84521  1.22557
C  -2.57238  -0.44749  1.83389
C  -3.72576  -1.37358  -0.15376
C  -0.05730  -2.23417  -1.40513
C  -1.04734  -2.85555  -2.39528
C  1.08972  -1.59316  -2.19219
C  0.55048  -3.33868  -0.53492
H  -2.35983  -0.11331  -2.24313
H  -0.84478  0.80389  -2.26487
H  -2.09612  1.21522  -1.11091
H  -1.38081  -2.97065  1.82457
H  -2.26921  -3.59384  0.43144
H  -3.14443  -3.07265  1.86865
H  -1.71433  -0.49220  2.51535
H  -3.45635  -0.69218  2.43524
H  -2.69170  0.58367  1.48820
H  -3.69746  -2.04684  -1.01478
H  -3.94421  -0.37108  -0.52144
H  -4.56649  -1.68377  0.47812
H  -1.42403  -2.11790  -3.10687
H  -1.90752  -3.30173  -1.88890
H  -0.55793  -3.64987  -2.97138
H  0.76249  -0.74880  -2.80268
H  1.54199  -2.33175  -2.86442
H  1.88159  -1.24141  -1.53061
H  -0.20657  -3.95123  -0.04605
H  1.19732  -2.93030  0.24634
H  1.16142  -4.00498  -1.15558

Taken from the Mulliken analysis, the atomic charges in e are: number 1, Zr, carries 0.649; number 2, C, carries -0.631; number 3, O, carries -0.502; number 4, C, carries 0.596; number 5, C, carries -0.453; number 6, C, carries -0.789; number 7, C, carries -0.911; number 8, C, carries 1.193; number 9, C, carries -0.885; number 10, N, carries 0.623; number 11, N, carries -0.887; number 12, C, carries 0.606; number 13, O, carries -0.931; number 14, C, carries 0.562; number 15, C, carries -0.287; number 16, C, carries -0.667; number 17, C, carries -0.362; number 18, C, carries -0.737; number 19, C, carries -0.348; number 20, C, carries 0.572; number 21, O, carries -1.065; number 22, H, carries 0.378; number 23, H, carries 0.192; number 24, H, carries 0.218; number 25, H, carries 0.451; number 26, H, carries 0.403; number 27, H, carries 0.414; number 28, H, carries 0.357; number 29, H, carries 0.441; number 30, H, carries 0.391; number 31, H, carries 0.388; number 32, H, carries 0.397; number 33, H, carries 0.419; number 34, C, carries -1.562; number 35, H, carries 0.451; number 36, H, carries 0.557; number 37, H, carries 0.244; number 38, C, carries -1.507; number 39, Si, carries 0.310; number 40, C, carries 2.614; number 41, C, carries -1.863; number 42, C, carries -1.677; number 43, C, carries -1.974; number 44, C, carries 2.382; number 45, C, carries -1.763; number 46, C, carries -2.055; number 47, C, carries -1.609; number 48, H, carries 0.540; number 49, H, carries 0.319; number 50, H, carries 0.290; number 51, H, carries 0.232; number 52, H, carries 0.363; number 53, H, carries 0.533; number 54, H, carries 0.226; number 55, H, carries 0.534; number 56, H, carries 0.355; number 57, H, carries 0.336; number 58, H, carries 0.341; number 59, H, carries 0.535; number 60, H, carries 0.363; number 61, H, carries 0.297; number 62, H, carries 0.518; number 63, H, carries 0.323; number 64, H, carries 0.599; number 65, H, carries 0.159; number 66, H, carries 0.302; number 67, H, carries 0.007; number 68, H, carries 0.487

---

Entry 2:
Computed, not measured: the molecule C25H36N2O6S, with ωB97M-V with the def2-TZVPD basis set.

Properties
SMILES: CCOc1ccc(N(CC(=O)NC(C(C)C)C(C)C)S(=O)(=O)c2ccc(OC)c(OC)c2)cc1
Max |F|: 1.167 eV/Å
Energy: -52609.3310 eV
HOMO-LUMO gap: 8.661 eV
Energy relative to the best compared isomer or geometry (same formula, charge and spin): 0.0 kcal/mol
Spin multiplicity: 1

Positions of all 70 atoms, in Å:
C  -2.17784  4.46448  2.10455
C  -2.98884  3.31264  2.69268
O  -2.17304  2.30625  3.25702
C  -1.47670  1.46737  2.44199
C  -1.60621  1.37940  1.06092
C  -0.83794  0.47975  0.34210
C  0.09038  -0.33666  0.97569
N  0.94844  -1.15892  0.22917
C  1.16765  -2.53767  0.60017
C  -0.10105  -3.39979  0.51243
O  -0.29683  -4.31397  1.28815
N  -0.93147  -3.04125  -0.47462
C  -2.16508  -3.73929  -0.77025
C  -2.08953  -4.35171  -2.18525
C  -0.83380  -5.21705  -2.30292
C  -2.10253  -3.30218  -3.29634
C  -3.35968  -2.79352  -0.53582
C  -3.34420  -2.28988  0.90784
C  -4.68936  -3.48928  -0.81984
S  1.31720  -0.71597  -1.34260
O  0.18023  -0.88697  -2.21646
O  2.49951  -1.44166  -1.69576
C  1.66900  1.01826  -1.14604
C  1.11526  1.95150  -1.98766
C  1.38712  3.29813  -1.77835
C  2.19682  3.69810  -0.72680
O  2.50776  4.97947  -0.42562
C  1.99616  6.00968  -1.23853
C  2.76475  2.72126  0.13389
O  3.53320  3.20080  1.13739
C  4.08540  2.28082  2.05134
C  2.49864  1.38395  -0.09682
C  0.20041  -0.26738  2.36448
C  -0.57514  0.61487  3.08253
H  -1.54343  4.89776  2.87359
H  -2.84965  5.23058  1.72714
H  -1.54269  4.11667  1.29301
H  -3.59020  3.67291  3.53188
H  -3.66674  2.88842  1.94187
H  -2.31194  1.99154  0.52270
H  -0.97172  0.40774  -0.72437
H  1.91113  -2.92908  -0.09943
H  1.57236  -2.61768  1.61226
H  -0.67386  -2.29922  -1.11105
H  -2.22333  -4.55799  -0.04285
H  -2.96058  -5.00357  -2.30589
H  -0.75769  -5.90118  -1.46082
H  0.05821  -4.59485  -2.32147
H  -0.86228  -5.79961  -3.22104
H  -1.96235  -3.79058  -4.25852
H  -3.04953  -2.76931  -3.32673
H  -1.30120  -2.57833  -3.16730
H  -3.25371  -1.93028  -1.20066
H  -2.43126  -1.73976  1.12185
H  -3.40824  -3.12644  1.59983
H  -4.18860  -1.62744  1.08633
H  -4.76974  -4.40077  -0.23178
H  -4.79255  -3.74419  -1.87066
H  -5.51575  -2.83534  -0.54955
H  0.47548  1.62911  -2.79265
H  0.95327  4.02772  -2.44219
H  2.38277  6.93427  -0.81362
H  2.34083  5.91454  -2.27275
H  0.90203  6.03198  -1.21855
H  3.30376  1.71472  2.56757
H  4.63521  2.88270  2.77272
H  4.77316  1.58808  1.55708
H  2.91168  0.60522  0.52076
H  0.89575  -0.90668  2.88436
H  -0.49554  0.67001  4.15655

Taken from the Mulliken analysis, the atomic charges in e are: number 1, C, carries -0.935; number 2, C, carries -0.388; number 3, O, carries -0.502; number 4, C, carries 0.583; number 5, C, carries -0.463; number 6, C, carries -0.013; number 7, C, carries -0.502; number 8, N, carries -0.015; number 9, C, carries -1.430; number 10, C, carries 0.893; number 11, O, carries -0.722; number 12, N, carries 1.338; number 13, C, carries -1.274; number 14, C, carries 0.356; number 15, C, carries -1.608; number 16, C, carries -1.316; number 17, C, carries 0.901; number 18, C, carries -1.404; number 19, C, carries -1.896; number 20, S, carries 1.667; number 21, O, carries -0.683; number 22, O, carries -0.916; number 23, C, carries -0.586; number 24, C, carries -0.949; number 25, C, carries -0.584; number 26, C, carries 0.982; number 27, O, carries -0.411; number 28, C, carries -0.937; number 29, C, carries 0.721; number 30, O, carries -0.456; number 31, C, carries -0.848; number 32, C, carries -0.349; number 33, C, carries -0.540; number 34, C, carries -0.919; number 35, H, carries 0.302; number 36, H, carries 0.373; number 37, H, carries 0.249; number 38, H, carries 0.321; number 39, H, carries 0.303; number 40, H, carries 0.495; number 41, H, carries 0.685; number 42, H, carries 0.557; number 43, H, carries 0.289; number 44, H, carries -0.348; number 45, H, carries 0.840; number 46, H, carries 0.499; number 47, H, carries 0.399; number 48, H, carries 0.199; number 49, H, carries 0.472; number 50, H, carries 0.463; number 51, H, carries 0.319; number 52, H, carries 0.109; number 53, H, carries 0.327; number 54, H, carries 0.129; number 55, H, carries 0.324; number 56, H, carries 0.489; number 57, H, carries 0.365; number 58, H, carries 0.385; number 59, H, carries 0.470; number 60, H, carries 0.522; number 61, H, carries 0.410; number 62, H, carries 0.240; number 63, H, carries 0.371; number 64, H, carries 0.352; number 65, H, carries 0.317; number 66, H, carries 0.249; number 67, H, carries 0.356; number 68, H, carries 0.486; number 69, H, carries 0.410; number 70, H, carries 0.478

---

Entry 3:
Computed, not measured: the molecule C25H36N4O, with ωB97M-V with the def2-TZVPD basis set.

Properties
SMILES: C=C(C)CC[C@@H](C)N1CCC(n2nccc2NC(=O)CCCc2ccccc2)CC1
Max |F|: 0.803 eV/Å
Energy: -34517.4578 eV
HOMO-LUMO gap: 8.869 eV
Energy relative to the best compared isomer or geometry (same formula, charge and spin): 68.8 kcal/mol
Spin multiplicity: 1

Positions of all 66 atoms, in Å:
C  8.65431  -1.24124  1.35878
C  7.53855  -1.71764  1.88688
C  7.31445  -3.18257  2.10383
C  6.40435  -0.81583  2.29210
C  5.33050  -0.75646  1.19959
C  4.16263  0.17034  1.57129
C  4.51952  1.64393  1.33408
N  2.95399  -0.27702  0.89377
C  2.92447  -0.08114  -0.54016
C  1.82399  -0.94774  -1.14790
C  0.47357  -0.55799  -0.54873
N  -0.56296  -1.42452  -1.05808
N  -0.41390  -2.74411  -0.99452
C  -1.48810  -3.27337  -1.54455
C  -2.37125  -2.27962  -1.97554
C  -1.74002  -1.09731  -1.63586
N  -2.17282  0.21552  -1.86153
C  -2.36766  1.15392  -0.88565
O  -2.03566  0.99079  0.26567
C  -3.04433  2.41806  -1.38120
C  -4.51414  2.41873  -0.94440
C  -5.31984  1.28679  -1.59258
C  -6.75337  1.35341  -1.14665
C  -7.14940  0.73638  0.03305
C  -8.45848  0.82715  0.47035
C  -9.38909  1.53930  -0.26708
C  -9.00341  2.15939  -1.44287
C  -7.69304  2.06758  -1.87781
C  0.55473  -0.66240  0.97401
C  1.71589  0.18192  1.48897
H  8.80888  -0.18500  1.21414
H  9.46082  -1.88482  1.04995
H  7.20439  -3.38930  3.16833
H  6.39980  -3.50502  1.60902
H  8.14576  -3.76784  1.71995
H  5.95302  -1.18461  3.21581
H  6.78728  0.18921  2.47516
H  4.92239  -1.75466  1.03621
H  5.79820  -0.42384  0.27106
H  3.96209  0.03670  2.64157
H  5.35843  1.93117  1.96172
H  3.67582  2.28405  1.58240
H  4.79365  1.81245  0.29524
H  2.73486  0.97498  -0.80927
H  3.88721  -0.37463  -0.95947
H  1.80862  -0.82596  -2.23300
H  2.01111  -1.99561  -0.91580
H  0.21875  0.46749  -0.83479
H  -1.59531  -4.33744  -1.61201
H  -3.32142  -2.39674  -2.45534
H  -2.63378  0.36030  -2.74832
H  -2.54107  3.26965  -0.92067
H  -2.96906  2.50650  -2.46647
H  -4.96665  3.37714  -1.20809
H  -4.55709  2.31308  0.14105
H  -4.89206  0.32493  -1.30110
H  -5.26628  1.37871  -2.68082
H  -6.42515  0.17906  0.61012
H  -8.75365  0.34045  1.38841
H  -10.41174  1.60976  0.07288
H  -9.72498  2.71582  -2.02329
H  -7.39734  2.55301  -2.79765
H  0.71382  -1.70779  1.23847
H  -0.38078  -0.31446  1.41171
H  1.51094  1.24424  1.26215
H  1.78704  0.07478  2.57350

Taken from the Mulliken analysis, the atomic charges in e are: number 1, C, carries -1.141; number 2, C, carries 0.702; number 3, C, carries -1.300; number 4, C, carries -0.727; number 5, C, carries -0.651; number 6, C, carries -0.049; number 7, C, carries -1.608; number 8, N, carries 0.281; number 9, C, carries -0.528; number 10, C, carries -1.059; number 11, C, carries -0.157; number 12, N, carries 1.226; number 13, N, carries -1.288; number 14, C, carries -0.491; number 15, C, carries -0.752; number 16, C, carries 0.489; number 17, N, carries -0.074; number 18, C, carries 0.559; number 19, O, carries -0.589; number 20, C, carries -0.930; number 21, C, carries -0.509; number 22, C, carries -0.428; number 23, C, carries 0.060; number 24, C, carries -0.297; number 25, C, carries -0.626; number 26, C, carries -0.414; number 27, C, carries -0.596; number 28, C, carries -0.314; number 29, C, carries -0.796; number 30, C, carries -0.899; number 31, H, carries 0.289; number 32, H, carries 0.314; number 33, H, carries 0.290; number 34, H, carries 0.295; number 35, H, carries 0.384; number 36, H, carries 0.353; number 37, H, carries 0.358; number 38, H, carries 0.398; number 39, H, carries 0.273; number 40, H, carries 0.398; number 41, H, carries 0.509; number 42, H, carries 0.387; number 43, H, carries 0.308; number 44, H, carries 0.377; number 45, H, carries 0.466; number 46, H, carries 0.409; number 47, H, carries 0.360; number 48, H, carries -0.005; number 49, H, carries 0.468; number 50, H, carries 0.429; number 51, H, carries 0.344; number 52, H, carries 0.328; number 53, H, carries 0.377; number 54, H, carries 0.373; number 55, H, carries 0.395; number 56, H, carries 0.179; number 57, H, carries 0.392; number 58, H, carries 0.390; number 59, H, carries 0.374; number 60, H, carries 0.373; number 61, H, carries 0.378; number 62, H, carries 0.353; number 63, H, carries 0.341; number 64, H, carries 0.407; number 65, H, carries 0.350; number 66, H, carries 0.490